# 1
# C29H44N13O5

A 13-piece molecular cluster, C29H44N13O5 overall at a distorted geometry (the ωB97M-V functional and the def2-TZVPD basis, OMol25).

As for the multiplicity: 1. As for the orbital gap: 6.796 eV. The charge is -1. The HOMO energy is -4.9418 eV.

Each line ends with the Mulliken charge.
Atoms and positions in Å:
O1 1.1377 -0.1036 -0.7810  -0.37
O2 1.8939 -2.7205 -1.3614  -0.76
O3 -0.2490 -3.2080 -0.9411  -0.77
O4 -2.4279 0.4472 1.0249  -0.50
O5 -2.8386 1.0319 -1.0991  -0.63
N1 2.1716 7.6093 -0.8223  -0.46
N2 -5.7999 4.3801 -0.3039  -0.49
N3 -1.3395 5.4020 3.2374  -0.34
N4 1.7317 1.9041 -3.2236  -0.49
N5 -0.7967 -3.9644 6.8674  -0.43
N6 2.5752 -10.8786 -1.4923  -0.38
N7 2.6957 2.5669 1.6392  -0.51
N8 0.5632 10.5410 1.9343  -0.39
N9 -6.5378 -1.0202 -2.5865  -0.46
N10 -1.2918 -7.1540 -4.1888  -0.52
N11 2.7273 -6.4569 -4.9914  -0.39
N12 -1.6177 -1.9161 3.3830  -0.36
N13 -0.6969 -0.9876 0.4041  0.43
C1 1.5850 11.4708 -0.2784  -0.72
C2 -3.2184 4.0997 -0.0663  -0.45
C3 0.7815 -2.4954 -0.8550  0.32
C4 -0.9777 0.3242 0.9136  -0.88
C5 -4.6629 4.2555 -0.1982  0.36
C6 2.8170 -7.4935 -4.5072  0.25
C7 0.6809 -1.1693 -0.0111  -0.11
C8 -3.0072 0.2404 -0.1997  1.17
C9 -3.8640 -0.9648 -0.3408  -1.05
C10 -6.6307 0.1170 -2.4987  0.41
C11 1.3312 6.2201 1.2159  -0.43
C12 -1.1840 -2.9712 3.2428  0.41
C13 2.9235 -8.8021 -3.8682  -0.71
C14 -6.7248 1.5654 -2.3521  -0.76
C15 3.7311 3.3833 -0.6112  -0.83
C16 -1.0382 -2.8472 6.9762  0.37
C17 1.0108 10.9506 0.9596  0.34
C18 2.8540 -0.1086 -4.4374  -0.67
C19 -0.8712 6.1010 4.0137  0.37
C20 3.1621 2.8944 0.6424  0.47
C21 -1.3455 -1.4241 7.0637  -0.76
C22 -0.6280 -4.2990 3.0139  -0.80
C23 1.8059 6.9798 0.0655  0.29
C24 0.2622 -5.3560 -3.1053  -0.38
C25 -0.2734 6.9960 4.9994  -0.81
C26 2.2355 1.0371 -3.7805  0.45
C27 3.7090 -10.9143 -1.3168  0.38
C28 -0.6127 -6.3590 -3.7094  0.35
C29 5.1496 -10.9508 -1.0861  -0.79
H1 4.3190 2.6006 -1.0846  0.32
H2 2.1620 10.6907 -0.7723  0.25
H3 4.3687 4.2428 -0.4101  0.34
H4 -2.7803 5.0328 0.2837  0.29
H5 -7.5091 1.9558 -2.9974  0.37
H6 -4.4457 -0.9073 -1.2411  0.23
H7 3.3477 -8.6895 -2.8767  0.11
H8 -6.9537 1.8183 -1.3193  0.25
H9 5.6134 -10.0636 -1.5133  0.29
H10 1.1808 -5.8288 -2.7718  0.16
H11 3.5635 -9.4496 -4.4654  0.38
H12 0.7890 11.7999 -0.9427  0.25
H13 -0.2245 -4.8834 -2.2477  0.23
H14 -0.6428 1.1050 0.2491  0.46
H15 -2.9923 3.3054 0.6425  0.04
H16 2.9305 3.6781 -1.2871  0.26
H17 1.4475 5.1532 1.0315  0.16
H18 2.3991 -1.0273 -4.0676  0.19
H19 -0.6170 0.5063 1.9230  0.35
H20 -1.4296 -4.9948 2.7775  0.28
H21 0.5080 -4.5902 -3.8354  0.20
H22 1.9110 6.4920 2.0958  0.23
H23 3.9182 -0.1282 -4.2145  0.24
H24 -3.1725 -1.8008 -0.3560  0.19
H25 -0.9447 -1.6685 1.0989  -0.09
H26 1.9388 -9.2543 -3.7794  0.33
H27 -2.7892 3.8371 -1.0302  0.26
H28 5.3498 -10.9777 -0.0174  0.28
H29 -1.7328 -1.1903 8.0534  0.31
H30 2.7112 -0.0382 -5.5139  0.32
H31 -5.7757 2.0228 -2.6229  0.21
H32 1.3891 -1.2982 0.8092  0.23
H33 -2.0889 -1.1666 6.3118  0.26
H34 2.2348 12.3137 -0.0531  0.27
H35 0.5806 0.0029 -1.5558  0.22
H36 -0.4441 -0.8431 6.8827  0.25
H37 -0.1098 -4.6361 3.9099  0.30
H38 0.3553 6.4255 5.6798  0.27
H39 0.0689 -4.2625 2.1773  0.26
H40 0.3315 7.7476 4.4952  0.25
H41 -1.0573 7.4927 5.5666  0.30
H42 -4.4665 -1.0737 0.5565  0.35
H43 0.2816 6.4332 1.4008  0.12
H44 5.5748 -11.8366 -1.5528  0.27

***

# 2
# C29H44N3O4PSiTi

C29H44N3O4PSiTi as an isolated structure (the ωB97M-V functional and the def2-TZVPD basis, OMol25).

As for the multiplicity: 2. The expectation value of S² is 0.75. As for the orbital gap (spin up / spin down): 8.205 / 8.518 eV. The charge is +1. The HOMO energy (spin up / spin down) is -11.0520 / -11.0466 eV.

Each line ends with the Löwdin spin population.
Atoms and positions in Å:
Ti1 0.1340 -0.5081 0.8832  0.97
P1 -2.2081 -0.8276 -0.1718  0.01
Si1 0.3834 -1.7689 3.4847  0.00
O1 -0.2699 -0.0948 -2.8449  0.00
O2 4.2385 0.9368 -3.1516  0.00
O3 -0.1522 1.6601 1.0687  0.02
O4 2.2992 -0.2708 0.7722  0.01
N1 -0.2149 -0.3097 2.7540  -0.02
N2 3.3249 0.2831 -1.1963  0.00
N3 1.0660 -0.3847 -1.0505  0.00
C1 -0.8803 -2.6476 4.5305  0.00
C2 -2.3988 -2.0332 -1.5385  0.00
C3 1.9651 -1.5016 4.4182  0.00
C4 -0.8901 3.2908 2.7382  0.00
C5 -3.2525 -2.7974 1.5127  0.00
C6 -0.5689 0.9343 3.2743  0.00
C7 2.2584 -0.1400 -0.4797  0.00
C8 -0.9558 1.1941 4.5872  0.00
C9 2.8009 3.7249 0.3537  0.00
C10 0.7316 2.5594 0.4222  0.00
C11 1.5223 2.0708 -4.4497  0.00
C12 1.2299 3.9225 -1.4595  0.00
C13 2.4492 4.2489 -0.8851  0.00
C14 -1.3980 -3.1844 -1.4964  0.00
C15 1.8279 0.5877 -4.6127  0.00
C16 0.8084 -2.7905 1.9125  0.01
C17 -3.4314 -1.3399 1.0928  0.00
C18 1.4613 -2.4379 -4.3441  0.00
C19 1.9384 2.8694 1.0219  0.00
C20 -1.3005 2.4832 4.9679  0.00
C21 -1.2721 3.5265 4.0531  0.00
C22 0.3537 3.0647 -0.8033  0.00
C23 2.4872 -1.6358 -3.5544  0.00
C24 2.0888 -0.1430 -3.2960  0.00
C25 -2.8431 0.7477 -0.8496  0.00
C26 3.3026 0.4404 -2.5892  0.00
C27 -0.5433 2.0060 2.3843  0.00
C28 0.8541 -0.1676 -2.4025  0.00
C29 -4.2502 0.6970 -1.4403  0.00
H1 1.8016 -0.8739 5.2967  0.00
H2 1.8639 -2.6960 1.6549  0.00
H3 -0.8502 4.0915 2.0113  0.00
H4 -1.5955 2.6740 5.9909  0.00
H5 -1.5573 -3.8581 -2.3386  0.00
H6 -0.6046 2.7936 -1.2259  0.00
H7 -4.3215 -0.0323 -2.2476  0.00
H8 2.7075 0.4515 -5.2435  0.00
H9 0.2142 -2.7570 0.9808  0.00
H10 -4.5162 1.6686 -1.8557  0.00
H11 -5.0001 0.4490 -0.6901  0.00
H12 1.3365 2.5263 -5.4221  0.00
H13 2.6800 -2.1206 -2.5925  0.00
H14 -2.2733 -1.4632 -2.4588  0.00
H15 1.3878 -2.0928 -5.3738  0.00
H16 3.7490 3.9856 0.8051  0.00
H17 1.7611 -3.4853 -4.3698  0.00
H18 -3.4970 -3.4813 0.6999  0.00
H19 0.9531 4.3374 -2.4188  0.00
H20 -0.9897 0.3834 5.3041  0.00
H21 -2.2255 -3.0035 1.8215  0.00
H22 2.3552 2.6032 -3.9893  0.00
H23 2.7075 -1.0135 3.7841  0.00
H24 0.6283 2.2186 -3.8414  0.00
H25 3.4377 -1.6146 -4.0913  0.00
H26 2.3798 -2.4503 4.7662  0.00
H27 0.9900 0.0948 -5.1030  0.00
H28 -3.4274 -2.4036 -1.5215  0.00
H29 2.1916 2.4511 1.9871  0.00
H30 -4.4373 -1.1825 0.6998  0.00
H31 -1.4889 -3.7764 -0.5844  0.00
H32 0.4667 -2.3808 -3.8999  0.00
H33 -3.9058 -3.0394 2.3506  0.00
H34 -2.7820 1.4895 -0.0478  0.00
H35 -3.3087 -0.6718 1.9493  0.00
H36 -1.8550 -2.7039 4.0457  0.00
H37 -2.1156 1.0319 -1.6124  0.00
H38 0.6451 -3.8271 2.2212  0.00
H39 3.1262 4.9172 -1.3995  0.00
H40 4.1597 0.5675 -0.7013  0.00
H41 -0.3730 -2.8112 -1.5628  0.00
H42 -1.0112 -2.1237 5.4799  0.00
H43 -0.5562 -3.6633 4.7683  0.00
H44 -1.5463 4.5265 4.3581  0.00

***

Question: charge of number 1 (C29H44N13O5)?
Answer: -1